Entry 1:
An isolated molecule of C21H31N3O3, computed with ωB97M-V with the def2-TZVPD basis set.

Each atom is followed by the atoms it is bonded to, with distances in Å.
Cartesian coordinates (Å):
1 C 0.3759 2.1988 -2.8149  H2 1.095, O3 1.407, H57 1.094, H58 1.090
2 H 0.5346 3.2762 -2.9268  C1 1.095
3 O 1.3587 1.6180 -1.9931  C1 1.407, C4 1.372
4 C 1.5198 2.1058 -0.7214  O3 1.372, C5 1.389, C9 1.401
5 C 0.6570 3.0171 -0.1256  C4 1.389, C6 1.383, H56 1.079
6 C 0.8840 3.4475 1.1690  C5 1.383, C7 1.381, H55 1.079
7 C 1.9799 2.9926 1.8761  C6 1.381, C8 1.383, H54 1.079
8 C 2.8480 2.0971 1.2791  C7 1.383, C9 1.385, H53 1.081
9 C 2.6327 1.6391 -0.0106  C4 1.401, C8 1.385, C10 1.505
10 C 3.5857 0.6535 -0.6305  C9 1.505, N11 1.460, H51 1.095, H52 1.102
11 N 3.4580 -0.6787 -0.0475  C10 1.460, C12 1.444, C19 1.462
12 C 4.4641 -1.5751 -0.5675  N11 1.444, H13 1.093, H14 1.107, C15 1.522
13 H 5.4471 -1.1551 -0.3396  C12 1.093
14 H 4.3900 -1.7093 -1.6635  C12 1.107
15 C 4.3059 -2.9291 0.1097  C12 1.522, N16 1.442, H49 1.091, H50 1.097
16 N 3.0159 -3.4539 -0.2622  C15 1.442, C17 1.340, H48 1.009
17 C 1.9507 -2.6678 -0.4688  N16 1.340, O18 1.223, C19 1.520
18 O 0.8819 -3.1284 -0.8450  C17 1.223
19 C 2.0925 -1.1943 -0.1257  N11 1.462, C17 1.520, C20 1.553, H47 1.099
20 C 1.3969 -1.0033 1.2493  C19 1.553, H21 1.089, H22 1.094, C23 1.528
21 H 1.9740 -0.2872 1.8322  C20 1.089
22 H 1.3767 -1.9496 1.7970  C20 1.094
23 C -0.0349 -0.4768 1.1634  C20 1.528, O24 1.216, N25 1.343
24 O -0.3999 0.4800 1.8195  C23 1.216
25 N -0.8236 -1.1795 0.3341  C23 1.343, H26 1.016, C27 1.458
26 H -0.4152 -1.9570 -0.1764  N25 1.016
27 C -2.2338 -0.8838 0.1108  N25 1.458, C28 1.536, C35 1.534, H46 1.095
28 C -2.3509 0.4650 -0.6148  C27 1.536, H29 1.094, C30 1.529, H45 1.091
29 H -2.0625 0.3019 -1.6572  C28 1.094
30 C -3.7265 1.1316 -0.5631  C28 1.529, C31 1.530, H43 1.091, H44 1.093
31 C -4.9126 0.1785 -0.7240  C30 1.530, C32 1.528, H41 1.091, H42 1.093
32 C -5.3907 -0.3945 0.6095  C31 1.528, C33 1.526, H39 1.093, H40 1.094
33 C -4.4557 -1.4313 1.2263  C32 1.526, H34 1.093, C35 1.527, H38 1.093
34 H -4.4453 -2.3261 0.5980  C33 1.093
35 C -3.0192 -0.9530 1.4267  C27 1.534, C33 1.527, H36 1.093, H37 1.088
36 H -2.5080 -1.6679 2.0760  C35 1.093
37 H -2.9934 0.0131 1.9275  C35 1.088
38 H -4.8659 -1.7210 2.1969  C33 1.093
39 H -5.5262 0.4298 1.3139  C32 1.093
40 H -6.3684 -0.8619 0.4634  C32 1.094
41 H -4.6570 -0.6300 -1.4105  C31 1.091
42 H -5.7452 0.7313 -1.1670  C31 1.093
43 H -3.8358 1.6652 0.3821  C30 1.091
44 H -3.7584 1.8821 -1.3575  C30 1.093
45 H -1.6264 1.1436 -0.1612  C28 1.091
46 H -2.5981 -1.6817 -0.5444  C27 1.095
47 H 1.5263 -0.6423 -0.8896  C19 1.099
48 H 2.8986 -4.4429 -0.4261  N16 1.009
49 H 5.0856 -3.6204 -0.2147  C15 1.091
50 H 4.3705 -2.8002 1.1967  C15 1.097
51 H 4.6124 0.9827 -0.4400  C10 1.095
52 H 3.4251 0.6279 -1.7200  C10 1.102
53 H 3.7115 1.7339 1.8176  C8 1.081
54 H 2.1551 3.3289 2.8862  C7 1.079
55 H 0.1930 4.1410 1.6231  C6 1.079
56 H -0.2055 3.3868 -0.6574  C5 1.079
57 H -0.6323 2.0172 -2.4318  C1 1.094
58 H 0.4830 1.7158 -3.7856  C1 1.090

Results
* HOMO energy: -8.42 eV
* lowest unoccupied orbital energy: 0.717 eV
* DFT total energy: -32893.9999 eV
* relative energy (zero: lowest compared OMol25 entry of this formula, charge and spin): 31.5 kcal per mole
* spin multiplicity: 1
* SMILES: COc1ccccc1CN1CCNC(=O)[C@H]1CC(=O)NC1CCCCCC1

And the natural (NBO) charges, in e, turn out to be: C -0.25; H 0.18; O -0.53; C 0.38; C -0.32; C -0.16; C -0.23; C -0.17; C -0.12; C -0.24; N -0.44; C -0.22; H 0.21; H 0.17; C -0.22; N -0.60; C 0.69; O -0.66; C -0.16; C -0.49; H 0.25; H 0.22; C 0.69; O -0.65; N -0.65; H 0.44; C -0.04; C -0.40; H 0.19; C -0.40; C -0.40; C -0.39; C -0.39; H 0.19; C -0.42; H 0.22; H 0.22; H 0.21; H 0.19; H 0.20; H 0.19; H 0.21; H 0.20; H 0.20; H 0.23; H 0.20; H 0.23; H 0.41; H 0.21; H 0.20; H 0.21; H 0.19; H 0.21; H 0.21; H 0.21; H 0.22; H 0.18; H 0.20

Entry 2:
An isolated molecule of C21H31N3O4 in a non-equilibrium geometry, computed with ωB97M-V with the def2-TZVPD basis set.

Each atom is followed by the atoms it is bonded to, with distances in Å.
Cartesian coordinates (Å):
1 C 3.3774 -3.2246 1.5359  C2 1.524, H57 1.088, H58 1.088, H59 1.088
2 C 3.3684 -2.1806 0.4258  C1 1.524, C3 1.526, H55 1.092, H56 1.093
3 C 1.9498 -1.8606 -0.0367  C2 1.526, C4 1.530, H53 1.090, H54 1.091
4 C 1.9253 -0.7765 -1.1164  C3 1.530, N5 1.450, H51 1.092, H52 1.105
5 N 0.5843 -0.6030 -1.6398  C4 1.450, C6 1.450, C13 1.455
6 C 0.2856 0.7467 -2.0786  N5 1.450, C7 1.524, H11 1.108, H12 1.094
7 C -1.2043 0.9683 -2.3079  C6 1.524, H8 1.085, H9 1.087, H10 1.087
8 H -1.7710 0.6607 -1.4346  C7 1.085
9 H -1.3875 2.0259 -2.4815  C7 1.087
10 H -1.5626 0.4104 -3.1688  C7 1.087
11 H 0.8394 1.0022 -3.0036  C6 1.108
12 H 0.6154 1.4262 -1.2878  C6 1.094
13 C 0.2104 -1.6198 -2.6109  N5 1.455, C14 1.496, H49 1.096, H50 1.101
14 C -1.1713 -2.1215 -2.3305  C13 1.496, C15 1.363, O18 1.346
15 C -2.2165 -2.4883 -3.1247  C14 1.363, C16 1.419, H48 1.071
16 C -3.2824 -2.8274 -2.2513  C15 1.419, C17 1.362, H47 1.070
17 C -2.8070 -2.6475 -0.9883  C16 1.362, O18 1.350, C19 1.503
18 O -1.5218 -2.2353 -1.0355  C14 1.346, C17 1.350
19 C -3.4240 -2.7129 0.3809  C17 1.503, N20 1.452, H45 1.093, H46 1.094
20 N -2.6104 -1.9669 1.3236  C19 1.452, C21 1.387, H44 1.011
21 C -2.5230 -0.6013 1.0978  N20 1.387, O22 1.212, N23 1.368
22 O -3.4010 0.0166 0.5362  C21 1.212
23 N -1.3903 -0.0473 1.6294  C21 1.368, C24 1.397, H43 1.010
24 C -0.9319 1.2638 1.4838  N23 1.397, C25 1.383, C29 1.410
25 C -1.6946 2.2964 0.9699  C24 1.383, C26 1.387, H42 1.076
26 C -1.1720 3.5737 0.8298  C25 1.387, C27 1.384, H41 1.077
27 C 0.1326 3.8312 1.2146  C26 1.384, C28 1.398, O36 1.368
28 C 0.9107 2.7998 1.7476  C27 1.398, C29 1.379, H35 1.077
29 C 0.3929 1.5290 1.8860  C24 1.410, C28 1.379, O30 1.375
30 O 1.0855 0.4604 2.4043  C29 1.375, C31 1.406
31 C 2.4046 0.6766 2.8399  O30 1.406, H32 1.089, H33 1.094, H34 1.094
32 H 2.7568 -0.2852 3.2100  C31 1.089
33 H 2.4436 1.4126 3.6487  C31 1.094
34 H 3.0490 1.0061 2.0191  C31 1.094
35 H 1.9186 3.0428 2.0402  C28 1.077
36 O 0.7615 5.0423 1.1252  C27 1.368, C37 1.406
37 C 0.0310 6.1313 0.6180  O36 1.406, H38 1.089, H39 1.095, H40 1.095
38 H 0.7114 6.9812 0.6440  C37 1.089
39 H -0.8454 6.3504 1.2366  C37 1.095
40 H -0.2891 5.9556 -0.4142  C37 1.095
41 H -1.8006 4.3474 0.4209  C26 1.077
42 H -2.7076 2.0940 0.6671  C25 1.076
43 H -0.6998 -0.6621 2.0353  N23 1.010
44 H -1.7371 -2.4242 1.5460  N20 1.011
45 H -4.4159 -2.2550 0.3514  C19 1.093
46 H -3.5175 -3.7429 0.7373  C19 1.094
47 H -4.2649 -3.1487 -2.5295  C16 1.070
48 H -2.2367 -2.5046 -4.1956  C15 1.071
49 H 0.9134 -2.4573 -2.5392  C13 1.096
50 H 0.2532 -1.2442 -3.6454  C13 1.101
51 H 2.2438 0.1674 -0.6683  C4 1.092
52 H 2.6513 -1.0244 -1.9119  C4 1.105
53 H 1.3565 -1.5104 0.8085  C3 1.090
54 H 1.4797 -2.7693 -0.4167  C3 1.091
55 H 3.8485 -1.2665 0.7823  C2 1.092
56 H 3.9521 -2.5489 -0.4215  C2 1.093
57 H 2.9305 -4.1539 1.1890  C1 1.088
58 H 4.3944 -3.4339 1.8597  C1 1.088
59 H 2.8085 -2.8738 2.3946  C1 1.088

Results
* HOMO energy: -7.61 eV
* lowest unoccupied orbital energy: 0.734 eV
* DFT total energy: -34940.0588 eV
* relative energy (zero: lowest compared OMol25 entry of this formula, charge and spin): 62.6 kcal per mole
* spin multiplicity: 1
* SMILES: CCCCN(CC)Cc1ccc(CNC(=O)Nc2ccc(OC)cc2OC)o1

And the natural (NBO) charges, in e, turn out to be: C -0.60; C -0.39; C -0.40; C -0.20; N -0.45; C -0.20; C -0.62; H 0.23; H 0.21; H 0.20; H 0.15; H 0.20; C -0.27; C 0.29; C -0.31; C -0.31; C 0.26; O -0.42; C -0.26; N -0.62; C 0.80; O -0.65; N -0.61; C 0.09; C -0.21; C -0.31; C 0.29; C -0.31; C 0.28; O -0.52; C -0.25; H 0.20; H 0.18; H 0.18; H 0.23; O -0.50; C -0.25; H 0.20; H 0.18; H 0.18; H 0.22; H 0.26; H 0.41; H 0.38; H 0.24; H 0.21; H 0.23; H 0.22; H 0.21; H 0.20; H 0.20; H 0.16; H 0.20; H 0.19; H 0.19; H 0.20; H 0.20; H 0.21; H 0.20

| no. | Kohn-Sham gap (eV) |
| --- | --- |
| 1 | 9.14 |
| 2 | 8.34 |